Record 1
DFT (ωB97M-V with the def2-TZVPD basis set) results for 5 unconnected molecules or ions with the total composition C27H67FN6O4S in a non-equilibrium geometry.

## Properties
Charge: 0
SMILES string: NN(CCOC=O)S(=O)(=O)F.CCN(CC)CC.CCN(CC)CC.CCN(CC)CC.CCN(CC)CC
F_max, Eh/bohr: 0.160
Calculated total energy, eV: -59763.1885

Geometry as XYZ:
```
106
C27H67FN6O4S, DFT ωB97M-V with the def2-TZVPD basis set
N 0.068 -3.456 1.017
N 0.108 -2.738 -0.182
C -1.190 -2.748 -0.933
C -2.509 -2.916 -0.028
O -3.579 -2.082 -0.623
C -3.931 -1.103 0.366
O -4.058 0.111 0.045
S 0.755 -1.156 0.010
O 2.235 -1.325 0.307
O 0.672 -0.320 -1.249
F 0.134 -0.343 1.370
H -0.336 -4.393 0.908
H -0.366 -2.918 1.779
H -1.357 -1.837 -1.604
H -1.155 -3.660 -1.641
H -2.869 -4.004 -0.120
H -2.399 -2.558 1.052
H -4.130 -1.343 1.469
C 6.142 4.820 -1.345
C 5.570 3.408 -1.351
N 4.495 3.205 -0.387
C 4.149 1.798 -0.193
C 3.567 1.039 -1.384
C 3.359 4.117 -0.486
C 2.605 4.173 -1.813
H 6.472 5.110 -0.344
H 7.008 4.873 -2.012
H 5.415 5.558 -1.699
H 6.395 2.731 -1.104
H 5.255 3.158 -2.372
H 3.459 1.709 0.654
H 5.055 1.271 0.132
H 2.531 1.320 -1.572
H 3.571 -0.033 -1.172
H 4.145 1.191 -2.299
H 3.712 5.128 -0.253
H 2.644 3.895 0.315
H 3.276 4.216 -2.675
H 1.984 5.074 -1.843
H 1.935 3.321 -1.937
C 8.496 -5.207 0.796
C 7.014 -4.851 0.825
N 6.680 -3.802 1.781
C 5.243 -3.665 2.011
C 4.375 -3.222 0.835
C 7.410 -2.545 1.641
C 7.317 -1.814 0.303
H 8.858 -5.474 1.793
H 8.659 -6.066 0.139
H 9.107 -4.385 0.412
H 6.474 -5.763 1.101
H 6.693 -4.594 -0.193
H 5.075 -2.982 2.851
H 4.866 -4.634 2.362
H 4.493 -2.160 0.626
H 3.321 -3.381 1.077
H 4.587 -3.787 -0.076
H 8.468 -2.740 1.848
H 7.106 -1.858 2.439
H 7.436 -2.485 -0.552
H 8.114 -1.067 0.238
H 6.372 -1.280 0.196
C -1.802 2.628 -0.321
C -0.814 3.698 0.129
N -1.411 5.017 0.299
C -0.424 6.084 0.446
C 0.477 6.052 1.680
C -2.554 5.095 1.205
C -2.350 4.636 2.648
H -2.322 2.928 -1.235
H -1.270 1.695 -0.529
H -2.548 2.411 0.448
H -0.041 3.760 -0.645
H -0.314 3.355 1.044
H -0.931 7.055 0.405
H 0.221 6.070 -0.441
H -0.059 6.356 2.579
H 1.303 6.758 1.550
H 0.917 5.067 1.850
H -3.372 4.508 0.775
H -2.940 6.121 1.214
H -1.803 3.692 2.714
H -3.323 4.479 3.122
H -1.824 5.384 3.242
C -6.709 -4.310 -1.169
C -8.186 -3.932 -1.150
N -8.507 -2.864 -0.210
C -9.942 -2.703 0.015
C -10.801 -2.266 -1.170
C -7.757 -1.621 -0.367
C -7.836 -0.909 -1.716
H -6.354 -4.567 -0.167
H -6.557 -5.181 -1.812
H -6.085 -3.503 -1.563
H -8.739 -4.832 -0.861
H -8.501 -3.685 -2.172
H -10.102 -2.005 0.844
H -10.334 -3.661 0.379
H -10.667 -1.207 -1.396
H -11.859 -2.406 -0.928
H -10.595 -2.846 -2.072
H -6.703 -1.829 -0.155
H -8.052 -0.917 0.419
H -7.726 -1.595 -2.560
H -7.028 -0.176 -1.790
H -8.772 -0.363 -1.833
```

Record 2
DFT (ωB97M-V with the def2-TZVPD basis set) results for a molecular structure, C22H30FN5O6P2SiV in a non-equilibrium geometry.

## Properties
Charge: 0
Expectation value of S²: 0.770
F_max, Eh/bohr: 0.025
Spin multiplicity: 2
Calculated total energy, eV: -97905.4965

Geometry as XYZ:
```
68
C22H30FN5O6P2SiV, DFT ωB97M-V with the def2-TZVPD basis set
V -0.621 -0.420 0.185
N -0.529 -1.763 -4.197
C -1.223 -2.038 -2.876
C -2.384 -2.997 -3.110
P 0.044 -2.777 -1.750
O 1.290 -1.811 -2.116
O 0.363 -4.139 -2.204
O -0.445 -2.449 -0.344
P -1.877 -0.408 -2.342
O -0.442 0.391 -2.045
O -2.575 0.190 -3.496
O -2.438 -0.595 -0.960
H -0.387 -2.630 -4.717
H 0.388 -1.348 -3.992
H -1.104 -1.104 -4.736
H -2.007 -3.978 -3.403
H -3.072 -2.607 -3.863
H -2.937 -3.114 -2.179
H 1.475 -1.149 -1.421
H -0.609 1.352 -2.111
C 3.900 -1.666 -0.152
Si 2.593 -1.428 1.157
C 2.005 -3.107 1.683
C 3.414 -0.602 2.609
N 1.288 -0.372 0.566
C 1.714 0.996 0.584
C 2.380 1.588 -0.488
C 2.806 2.911 -0.455
C 2.564 3.683 0.670
C 1.901 3.125 1.758
C 1.502 1.807 1.699
F 0.878 1.289 2.772
H 4.799 -2.049 0.340
H 4.173 -0.730 -0.647
H 3.602 -2.384 -0.918
H 1.539 -3.088 2.669
H 2.888 -3.751 1.743
H 1.314 -3.559 0.971
H 4.203 -1.261 2.985
H 2.721 -0.402 3.428
H 3.882 0.342 2.319
H 2.560 0.984 -1.371
H 3.320 3.333 -1.309
H 2.885 4.716 0.707
H 1.689 3.695 2.652
C -2.484 4.438 -1.887
C -3.483 3.683 -1.282
C -3.160 2.670 -0.393
C -1.826 2.409 -0.105
C -0.822 3.168 -0.696
C -1.154 4.181 -1.588
N -1.466 1.322 0.742
N -2.209 1.287 1.843
C -2.034 0.133 2.537
C -2.615 -0.021 3.809
C -2.434 -1.193 4.485
C -1.693 -2.235 3.898
C -1.166 -2.039 2.653
N -1.312 -0.876 1.982
H -2.743 5.222 -2.586
H -4.522 3.873 -1.517
H -3.924 2.058 0.066
H 0.212 2.982 -0.435
H -0.367 4.775 -2.036
H -3.186 0.803 4.212
H -2.871 -1.324 5.467
H -1.550 -3.181 4.400
H -0.622 -2.812 2.131
```

Record 3
DFT (ωB97M-V with the def2-TZVPD basis set) results for a gas-phase ion, C3H5O2Se (charge -1) in a non-equilibrium geometry.

## Properties
Charge: -1
F_max, Eh/bohr: 0.120
Calculated total energy, eV: -72633.8247

Geometry as XYZ:
```
11
C3H5O2Se, DFT ωB97M-V with the def2-TZVPD basis set
C 0.212 -0.293 -0.376
C -0.603 -1.159 -1.420
C 0.384 1.275 1.355
O -0.439 0.587 0.357
O 1.442 -0.501 -0.417
Se 0.122 0.568 3.067
H -1.720 -1.350 -1.024
H -0.786 -0.495 -2.352
H 0.049 2.355 1.331
H -0.108 -2.052 -1.524
H 1.446 1.066 1.001
```